1.
Formula: C6H18BrO3
Source: OMol25
Level of theory: ωB97M-V/def2-TZVPD

Geometry as XYZ:
```
28
Properties=species:S:1:pos:R:3:mulliken_charge:R:1
Br -1.6455 0.9059 -0.4668 -0.840
C 2.0607 -0.9059 -4.6242 -1.283
C 1.9110 -0.2594 -3.2775 0.026
O 0.5954 -0.4021 -2.8890 -0.459
H 1.8216 -1.9666 -4.5471 0.293
H 3.0855 -0.9372 -4.9942 0.364
H 1.4335 -0.5752 -5.4521 0.311
H 2.0628 0.8192 -3.3184 0.342
H 2.4644 -0.7156 -2.4567 0.142
H 0.4580 0.2634 -2.2109 0.192
C -3.2239 3.7598 3.9189 -0.899
C -3.0010 2.4257 3.1739 -0.248
O -1.6563 2.2010 2.7188 -0.469
H -4.2087 3.6636 4.3761 0.297
H -3.1846 4.6262 3.2587 0.263
H -2.4211 3.8388 4.6520 0.246
H -3.6874 2.2031 2.3569 0.345
H -3.1757 1.6354 3.9040 0.217
H -1.6893 2.0129 1.7780 0.197
C 1.8651 -3.2116 0.9269 -1.163
C 1.2277 -2.1835 -0.0671 0.004
O -0.0568 -1.8661 0.4581 -0.447
H 2.0395 -2.7194 1.8837 0.281
H 2.7996 -3.5851 0.5083 0.342
H 1.3410 -4.1398 1.1548 0.321
H 1.0445 -2.5871 -1.0630 0.243
H 1.9537 -1.3808 -0.1959 0.192
H -0.2137 -0.9196 0.4938 0.188
```

frontier orbital gap = 0.28956 hartree
total charge = -1
energy above the lowest of the compared OMol25 structures with the same formula, charge and spin = 23.42 kcal per mole
LUMO energy = 0.123 Ha
E_HOMO = -4.53 eV
E = -82700.555 eV

---

2.
Formula: C4H10N2O
Source: OMol25
Level of theory: ωB97M-V/def2-TZVPD

Geometry as XYZ:
```
17
Properties=species:S:1:pos:R:3:mulliken_charge:R:1
N 0.7441 1.9116 -1.2238 -0.554
C 1.6689 0.9310 -0.6213 -0.557
C 0.9117 -0.3887 -0.4974 -0.699
N -0.1027 -0.2744 0.5464 -0.336
C -1.2561 -1.1445 0.3279 -0.414
C -2.2121 -0.9733 1.4945 -0.036
O -3.3717 -0.6986 1.3313 -0.452
H 1.2120 2.5122 -1.8933 0.201
H 0.3708 2.5101 -0.4964 0.216
H 1.8442 1.2178 0.4058 0.273
H 2.5585 0.7925 -1.2235 0.413
H 1.5472 -1.2624 -0.3073 0.395
H 0.4232 -0.5406 -1.4561 0.373
H 0.3059 -0.4665 1.4522 0.227
H -1.8624 -0.7855 -0.5081 0.304
H -0.9269 -2.1778 0.1538 0.330
H -1.8548 -1.1628 2.5152 0.316
```

frontier orbital gap = 0.37058 hartree
SMILES string = NCCNCC=O
energy above the lowest of the compared OMol25 structures with the same formula, charge and spin = 51.21 kcal per mole
LUMO energy = 0.036 Ha
E_HOMO = -9.10 eV
E = -9336.767 eV

---

3.
Formula: C5H15NO2
Source: OMol25
Level of theory: ωB97M-V/def2-TZVPD

Geometry as XYZ:
```
23
Properties=species:S:1:pos:R:3:mulliken_charge:R:1
C -1.3032 -0.4238 -2.3619 -0.881
N -0.9949 -0.2618 -0.9383 -0.107
C 0.3427 -0.1089 -0.5796 -0.773
C 0.5591 1.3416 0.1922 -0.875
C 0.8891 1.3686 1.7148 -0.476
C 0.1580 0.2554 2.4293 -0.136
O -0.2525 0.8377 3.7509 -0.583
H -2.0555 0.2584 -2.7683 0.275
H -0.4095 -0.3344 -3.0182 0.285
H -1.7012 -1.4559 -2.4080 0.271
H -1.6713 -0.3817 -0.2761 0.136
H 0.9475 0.0674 -1.4757 0.396
H 0.8968 -0.9188 -0.1822 0.434
H -0.3847 1.8502 0.1195 0.351
H 1.3189 2.0102 -0.2968 0.313
H 1.9571 1.5549 1.8521 0.362
H 0.4939 2.3683 2.1282 0.296
H 0.5110 -0.7479 2.4676 0.300
H -0.8809 0.1418 2.1084 0.128
H 0.4326 1.4288 4.0611 0.283
O 0.6566 -3.2151 -2.1967 -0.619
H -0.0024 -2.9807 -2.7940 0.299
H 0.4927 -2.6544 -1.5282 0.323
```

frontier orbital gap = 0.34598 hartree
SMILES string = CNCCCCO.O
energy above the lowest of the compared OMol25 structures with the same formula, charge and spin = 73.40 kcal per mole
LUMO energy = 0.032 Ha
E_HOMO = -8.54 eV
E = -11010.764 eV

---

4.
Formula: C31H29NO5S2
Source: OMol25
Level of theory: ωB97M-V/def2-TZVPD

Geometry as XYZ:
```
68
Properties=species:S:1:pos:R:3:mulliken_charge:R:1
C -1.1440 5.3046 0.4412 -0.516
C -0.3109 5.6317 -0.6374 -0.690
C -0.1384 4.7182 -1.6795 -0.476
C -0.7585 3.4696 -1.6374 0.885
C -0.4546 2.4703 -2.7250 -1.198
N -0.4545 1.0795 -2.2302 0.878
C -1.4591 0.1363 -2.7662 -0.947
C -0.8718 -1.0191 -3.5544 0.590
C -1.5144 -2.2646 -3.5528 -0.349
C -0.9181 -3.3624 -4.1871 -0.721
C 0.2958 -3.2017 -4.8693 -0.390
C 0.9327 -1.9550 -4.8823 -0.744
C 0.3146 -0.8578 -4.2678 -0.154
C 0.4876 0.7002 -1.3494 -1.279
C 0.4623 -0.4793 -0.6039 -1.597
C -0.4790 -0.8151 0.3950 1.475
C -0.8132 -2.2496 0.5789 0.477
C -1.9150 -2.6580 1.3597 -0.050
C -2.1480 -4.0192 1.5966 -0.954
C -1.3231 -4.9892 1.0173 -0.481
C -0.2811 -4.5948 0.1630 -1.015
C -0.0592 -3.2297 -0.0818 -0.242
C -1.6354 3.1688 -0.5932 -0.061
C -1.7761 4.0553 0.4834 -0.568
H -1.2848 5.9983 1.2746 0.374
H 0.1905 6.6020 -0.6621 0.386
H 0.5080 4.9565 -2.5255 0.363
H -1.2002 2.5273 -3.5295 0.414
H 0.5349 2.6944 -3.1623 0.381
H -2.0853 -0.2437 -1.9372 0.229
H -2.1183 0.7323 -3.4207 0.664
H -2.4615 -2.3805 -3.0211 0.350
H -1.3998 -4.3416 -4.1582 0.403
H 0.7637 -4.0480 -5.3765 0.374
H 1.8962 -1.8131 -5.3721 0.398
H 0.7828 0.1286 -4.2868 0.320
H 1.3334 1.3811 -1.2616 0.491
H 1.3234 -1.1453 -0.7457 0.658
H -1.3173 -0.1023 0.5673 0.107
H -2.5995 -1.9132 1.7315 0.519
H -2.9902 -4.3154 2.2246 0.401
H -1.4637 -6.0518 1.2313 0.399
H 0.3606 -5.3170 -0.3410 0.436
H 0.6750 -2.9263 -0.8251 0.283
H -2.1926 2.2330 -0.6144 0.234
H -2.4058 3.7669 1.3255 0.375
C -2.1698 0.3928 3.7736 -0.753
O -1.5928 -0.0421 2.5132 -0.273
C -0.2358 -0.0700 2.1573 -0.417
S 0.7576 -1.1459 3.1829 1.422
O 0.3235 -1.0368 4.5793 -0.704
O 0.9235 -2.4264 2.5724 -0.566
C 2.3293 -0.2622 3.0648 0.087
C 2.2319 1.0085 2.5394 0.386
C 3.3749 1.7842 2.3131 -0.777
C 4.6162 1.2491 2.6731 -0.612
C 4.7020 -0.0065 3.2869 -0.528
C 3.5529 -0.7784 3.5030 -0.816
S 0.5640 1.5447 2.1687 1.412
O 0.6174 2.1219 0.8543 -0.256
O 0.0659 2.3446 3.2744 -0.745
H -3.2475 0.1786 3.6714 0.265
H -1.7432 -0.1921 4.5936 0.325
H -2.0002 1.4662 3.8984 0.245
H 3.2686 2.7506 1.8474 0.562
H 5.5210 1.8172 2.4498 0.402
H 5.6742 -0.4078 3.5750 0.384
H 3.5782 -1.7512 3.9753 0.522
```

frontier orbital gap = 0.26697 hartree
energy above the lowest of the compared OMol25 structures with the same formula, charge and spin = 28.74 kcal per mole
LUMO energy = 0.009 Ha
E_HOMO = -7.03 eV
E = -66010.066 eV

---

5.
Formula: C2H7ClSi2
Source: OMol25
Level of theory: ωB97M-V/def2-TZVPD

Geometry as XYZ:
```
12
Properties=species:S:1:pos:R:3:mulliken_spin:R:1
C 0.9805 0.7038 -0.3107 0.054
C -1.5598 -0.2946 0.6130 0.851
Si 0.3334 -0.4436 -1.6968 0.879
Si 0.0577 0.2326 1.2791 0.039
Cl 0.5509 -1.5448 2.3205 0.009
H 2.1054 0.6703 -0.2515 0.011
H 0.7028 1.8350 -0.6350 -0.004
H -2.2046 0.4008 0.3903 0.044
H -1.9977 -1.2839 0.8965 0.036
H -0.3052 0.1329 -2.9891 0.037
H 1.0598 -1.7089 -1.7105 0.024
H 0.2766 1.3005 2.0941 0.019
```

frontier orbital gap (spin up / spin down) = 0.26664 / 0.33355 hartree
2S+1 = 3
energy above the lowest of the compared OMol25 structures with the same formula, charge and spin = 4.01 kcal per mole
LUMO energy (spin up / spin down) = 0.031 / -0.060 Ha
E_HOMO (spin up / spin down) = -6.43 / -10.71 eV
expectation value of S² = 2.005
E = -30461.778 eV

---

What did the second record say?
Formula: C4H10N2O
Source: OMol25
Level of theory: ωB97M-V/def2-TZVPD

Geometry as XYZ:
```
17
Properties=species:S:1:pos:R:3:mulliken_charge:R:1
N 0.7441 1.9116 -1.2238 -0.554
C 1.6689 0.9310 -0.6213 -0.557
C 0.9117 -0.3887 -0.4974 -0.699
N -0.1027 -0.2744 0.5464 -0.336
C -1.2561 -1.1445 0.3279 -0.414
C -2.2121 -0.9733 1.4945 -0.036
O -3.3717 -0.6986 1.3313 -0.452
H 1.2120 2.5122 -1.8933 0.201
H 0.3708 2.5101 -0.4964 0.216
H 1.8442 1.2178 0.4058 0.273
H 2.5585 0.7925 -1.2235 0.413
H 1.5472 -1.2624 -0.3073 0.395
H 0.4232 -0.5406 -1.4561 0.373
H 0.3059 -0.4665 1.4522 0.227
H -1.8624 -0.7855 -0.5081 0.304
H -0.9269 -2.1778 0.1538 0.330
H -1.8548 -1.1628 2.5152 0.316
```

frontier orbital gap = 0.37058 hartree
SMILES string = NCCNCC=O
energy above the lowest of the compared OMol25 structures with the same formula, charge and spin = 51.21 kcal per mole
LUMO energy = 0.036 Ha
E_HOMO = -9.10 eV
E = -9336.767 eV